ORCA calculation (ωB97M-V/def2-TZVPD) on a structure of composition C4H5CoO2.

- ⟨S²⟩ = 3.7683
- LUMO level (spin up / spin down) (eV) = -15.255 / -17.297
- highest occupied orbital energy (spin up / spin down) (eV) = -23.645 / -23.504
- ΔE to the lowest compared entry with this formula, charge and spin (kcal per mole) = 18.18
- charge = +3
- DFT total energy (eV) = -45909.6909
- spin multiplicity = 4
- frontier orbital gap (spin up / spin down) (eV) = 8.390 / 6.207

Atoms and positions in Å:
C (0.606601, -1.836449, 0.688113)
H (4.130223, 0.006711, 1.883518)
H (-0.338226, -2.132095, 0.191047)
Co (0.305117, 1.650494, 2.862400)
C (3.795555, -1.671744, 2.656823)
O (4.546602, -0.780514, 2.302717)
H (1.555973, -2.295018, 0.405334)
C (3.142658, -2.648730, 3.169883)
C (0.582341, -0.591845, 1.051719)
H (2.661212, -2.516868, 4.144349)
H (3.094537, -3.598588, 2.626991)
O (0.662497, 0.490036, 1.529330)

Cartesian forces (eV/Å) of the 2 atoms listed first:
C -0.76 1.11 -1.27
H 0.50 -0.19 -0.36

***

ORCA calculation (ωB97M-V/def2-TZVPD) on a structure of composition C4H5CsLi2O2.

- LUMO level (spin up / spin down) (eV) = -0.892 / -0.814
- highest occupied orbital energy (spin up / spin down) (eV) = -6.070 / -3.528
- ΔE to the lowest compared entry with this formula, charge and spin (kcal per mole) = 49.85
- DFT total energy (eV) = -9275.6896
- frontier orbital gap (spin up / spin down) (eV) = 5.178 / 2.714

Atoms and positions in Å:
Li (1.637634, -1.809416, -1.585212)
C (2.742733, 1.883871, -0.662369)
H (1.113936, 3.747566, 1.370246)
H (3.207626, 0.991871, -0.169344)
Li (5.775050, 2.646617, 1.837580)
H (3.105135, 4.021591, -0.117147)
H (1.952393, 2.409757, 2.090019)
C (3.125832, 3.043713, 0.419674)
O (4.254480, 2.936594, 1.174782)
Cs (-0.659088, -0.586920, 2.907195)
C (1.294041, 1.935881, -0.108790)
O (0.634666, 0.722433, 0.128000)
C (1.753155, 2.884028, 1.110666)
H (0.667318, 2.576259, -0.765211)

Cartesian forces (eV/Å) of the 2 atoms listed first:
Li -0.18 0.48 0.36
C -0.01 0.50 4.54